# C47H55N9O2STa

C47H55N9O2STa as an isolated structure (ωB97M-V with the def2-TZVPD basis set, the Open Molecules 2025 dataset).

Last column: Mulliken charge in e.
Positions of all 115 atoms, in Å:
Ta 0.20237 0.43892 -0.09622  1.287
C -0.66649 -3.69714 -0.26731  -1.759
C 0.19262 -3.51737 -1.52669  0.228
C 1.65903 -3.61377 -1.24840  -0.114
C 2.40730 -4.74549 -1.54786  -0.942
C 3.77206 -4.72422 -1.30874  -0.703
C 4.33720 -3.56862 -0.78138  -1.216
C 3.50534 -2.50372 -0.48766  -0.033
N 2.18858 -2.52085 -0.69939  0.850
N -1.38129 -2.46637 0.12056  1.521
C -2.36558 -2.17624 -0.92182  -1.589
C -3.15371 -0.93292 -0.64723  0.238
C -4.51107 -0.91338 -0.93436  -0.876
C -5.25269 0.22233 -0.66506  -1.162
C -4.60432 1.31743 -0.11546  -1.134
C -3.24902 1.22665 0.12044  -0.341
N -2.51974 0.12367 -0.12885  1.514
C -2.14280 -2.72791 1.36688  -0.683
C -1.42237 -2.72307 2.68768  -0.283
C -1.52514 -3.80225 3.55675  -1.026
C -1.06039 -3.66314 4.85694  -0.753
C -0.50820 -2.44909 5.23793  -1.228
C -0.40062 -1.45050 4.28353  0.046
N -0.83486 -1.57794 3.03027  0.548
H -0.06080 -4.01201 0.58013  1.189
H -1.39738 -4.49500 -0.44801  0.612
H 0.00925 -2.52503 -1.94442  -1.218
H -0.08988 -4.24867 -2.28288  0.930
H 1.92934 -5.61805 -1.97357  0.608
H 4.38798 -5.57985 -1.55145  0.454
H 5.40362 -3.48778 -0.62292  0.512
H 3.91577 -1.57916 -0.08759  0.341
H -3.06618 -3.01487 -1.02645  0.641
H -1.85112 -2.06702 -1.87371  -0.166
H -4.97785 -1.79107 -1.36198  0.598
H -6.31364 0.25141 -0.87564  0.491
H -5.13643 2.22772 0.12216  0.577
H -2.71409 2.07371 0.51926  0.499
H -2.66565 -3.68469 1.24606  0.569
H -2.90474 -1.95473 1.46189  0.506
H -1.99348 -4.72299 3.23329  0.551
H -1.15543 -4.47553 5.56520  0.498
H -0.18551 -2.27588 6.25553  0.519
H 0.04041 -0.48926 4.53946  0.571
C 3.58566 -1.78566 4.31403  -0.974
N 2.84889 -1.09004 3.26853  0.323
C 2.98247 0.33963 3.03890  -0.410
C 2.01769 0.50546 1.91014  0.027
O 1.73675 1.53451 1.27803  -0.741
N 1.45653 -0.64414 1.55180  1.168
C 2.00687 -1.59881 2.37120  -1.446
N 1.72813 -2.87586 2.26216  0.429
H 4.64563 -1.84454 4.06846  0.306
H 3.19693 -2.79124 4.45235  0.369
H 3.47123 -1.24722 5.25335  0.334
H 3.99815 0.61010 2.73685  0.407
H 2.72039 0.94236 3.91139  0.384
H 1.07528 -3.16409 1.55769  -0.598
H 2.18345 -3.57658 2.82222  0.243
N -3.14949 3.49872 5.93963  -0.323
C -2.61051 4.13378 4.88829  -0.120
S -2.71479 5.74382 4.63408  -0.273
C -1.93705 3.27427 3.86518  0.763
C -2.38411 1.99344 3.55609  -1.676
C -1.79227 1.29347 2.52390  -0.468
N -0.77091 1.78077 1.80203  0.885
C -0.30683 3.00498 2.13346  -0.736
C -0.85979 3.76723 3.13557  -0.981
H -3.63089 4.04395 6.63795  0.233
H -3.01817 2.51759 6.11391  0.175
H -3.21906 1.54561 4.07858  0.542
H -2.13495 0.30769 2.26304  0.541
H 0.53228 3.37865 1.58202  0.547
H -0.46890 4.75250 3.34753  0.508
C -3.01222 1.27836 -3.24114  -1.820
C -1.99781 0.62811 -4.17240  0.355
C -2.02154 -0.91616 -4.10024  -1.329
C -0.60560 1.21819 -4.02555  -0.736
C 0.14993 1.27985 -5.18897  -0.411
C 1.33013 2.00027 -5.26328  -1.670
C 1.66190 2.83605 -4.21612  -0.381
C 0.95387 2.82124 -3.02061  0.353
C 1.17616 4.00861 -2.10214  0.157
C 0.54310 5.22888 -2.79671  -1.484
C 0.60103 3.89670 -0.70815  -0.828
C -0.04751 1.83655 -2.88604  1.163
O -0.33551 1.34471 -1.58148  0.741
H -4.00512 0.86712 -3.42449  0.517
H -3.06315 2.35429 -3.41709  0.527
H -2.75761 1.11541 -2.20157  0.147
H -2.29759 0.91276 -5.18120  1.059
H -2.81229 -1.25493 -3.43070  0.462
H -1.06496 -1.32199 -3.75919  0.134
H -2.22555 -1.35368 -5.07604  0.453
H -0.22782 0.77605 -6.07065  0.596
H 1.92050 1.99357 -6.16981  0.460
H 2.47230 3.54706 -4.32320  0.589
H 2.25318 4.18097 -2.02783  0.480
H -0.52200 5.06058 -2.96965  0.400
H 1.01016 5.42681 -3.75955  0.420
H 0.65793 6.11694 -2.17482  0.447
H -0.46535 3.65970 -0.72878  0.269
H 0.70608 4.85457 -0.19671  0.653
H 1.14441 3.14898 -0.13019  -0.615
C 4.13353 0.59822 -3.14918  -1.120
C 4.16226 1.38327 -2.00988  -1.211
C 3.11347 1.33648 -1.09213  -1.218
C 2.03865 0.48333 -1.33930  3.604
C 2.01320 -0.31792 -2.47895  -0.023
C 3.06249 -0.25793 -3.37941  -0.989
H 4.94202 0.65482 -3.86611  0.495
H 4.99762 2.04755 -1.82767  0.517
H 3.15702 1.96744 -0.22186  0.583
H 1.18987 -0.99472 -2.68515  -0.395
H 3.04187 -0.88275 -4.26325  0.540

For the molar mass, the calculation gives 991.0 g/mol. The calculation puts the orbital gap at 5.08 eV. As for the total charge: +3. Its HOMO energy is -14.57 eV.

# C47H55NO2S2TcTe

C47H55NO2S2TcTe as an isolated structure (ωB97M-V with the def2-TZVPD basis set, the Open Molecules 2025 dataset).

Last column: Löwdin spin population.
Positions of all 109 atoms, in Å:
Tc -0.52823 -0.18578 -0.17549  1.590
C 2.92982 -2.35752 -3.45505  0.000
C 1.58358 -1.72625 -3.07417  0.001
C 0.79311 -1.38072 -4.33565  0.000
C 1.85647 -0.55194 -2.16555  0.003
C 2.00845 -0.77980 -0.79231  0.007
C 2.44284 0.23705 0.05438  -0.001
C 2.67385 1.52167 -0.43340  0.003
C 3.25512 2.57960 0.45804  0.000
C 2.47832 1.75841 -1.79237  -0.001
C 2.09497 0.73232 -2.64009  0.003
H 2.76332 -3.26128 -4.03586  0.000
H 3.50465 -2.61387 -2.56773  0.000
H 3.51419 -1.66371 -4.05577  0.000
H 1.00728 -2.46510 -2.50247  0.000
H 1.37435 -0.74882 -5.00451  0.000
H -0.13787 -0.87912 -4.08165  0.000
H 0.55176 -2.29677 -4.87114  0.000
H 1.94071 -1.79332 -0.41055  0.002
H 2.64450 0.01588 1.09538  0.000
H 2.89522 2.47608 1.48273  0.000
H 3.03315 3.58143 0.08483  0.000
H 4.34047 2.47154 0.48798  0.000
H 2.69621 2.73998 -2.19486  0.000
H 2.00302 0.92434 -3.69557  0.000
C -3.94521 -0.08546 2.93499  0.000
C -2.63247 0.09973 2.24308  0.021
S -2.72523 0.28064 0.51155  0.075
C -1.45557 0.18122 2.90198  0.031
C -1.32461 0.05696 4.38544  0.003
S 0.03451 0.48987 2.03549  0.088
H -4.75454 0.00007 2.21389  0.000
H -4.08278 0.66452 3.71333  0.000
H -3.98497 -1.06873 3.40281  0.000
H -2.08124 0.64182 4.90326  0.001
H -0.33725 0.38126 4.70155  0.000
H -1.45148 -0.98329 4.68183  0.001
C -3.39269 -7.91809 -0.11185  0.001
C -2.65460 -6.65529 0.19404  0.008
C -2.84251 -5.50917 -0.56636  -0.001
C -2.16059 -4.33204 -0.31169  0.007
C -2.40534 -3.15679 -1.20049  0.002
C -1.24545 -4.28698 0.76734  0.004
C -0.47792 -3.10020 1.03291  0.026
O -0.62996 -1.99694 0.47469  0.061
C -1.06576 -5.44320 1.56956  0.006
C -0.16160 -5.44089 2.76637  0.001
C -1.75596 -6.59857 1.25797  -0.001
H -4.13586 -7.76209 -0.88888  0.000
H -3.89277 -8.29450 0.77891  0.000
H -2.69932 -8.68797 -0.44939  0.001
H -3.54480 -5.52973 -1.38665  0.000
H -3.08646 -3.42592 -2.00292  0.000
H -1.47908 -2.79033 -1.64398  0.001
H -2.84359 -2.33207 -0.63732  0.003
H 0.32424 -3.17830 1.78005  0.005
H 0.87410 -5.26290 2.47703  0.000
H -0.21345 -6.40467 3.26746  0.000
H -0.46432 -4.67022 3.47484  0.000
H -1.60336 -7.48340 1.86054  0.000
C 1.69804 9.07747 -1.19367  0.000
C 1.29382 7.64986 -1.01228  0.000
C 0.92123 6.83951 -2.07343  0.000
C 0.55586 5.51125 -1.87941  0.000
C 0.20326 4.64109 -3.03971  0.000
C 0.53475 4.99385 -0.59135  -0.003
Te -0.03795 3.01539 0.07306  0.003
N -0.51172 1.61736 -1.21932  0.012
C -1.10049 1.10932 -2.28935  0.006
O -1.20147 -0.14301 -2.20900  0.021
C -1.65887 1.76790 -3.49517  0.000
C -3.04502 1.82057 -3.62303  0.000
C -3.60914 2.32024 -4.78365  0.000
C -2.80192 2.75681 -5.82009  0.000
C -1.42381 2.66959 -5.70726  0.000
C -0.85057 2.16036 -4.55466  0.000
C -2.06407 3.63639 0.36581  0.004
C -2.80974 3.81425 -0.79429  0.002
C -4.14702 4.15455 -0.70984  0.000
C -4.73593 4.32511 0.53271  0.000
C -3.98986 4.14084 1.67992  0.000
C -2.64561 3.78213 1.62167  0.002
C -1.88012 3.57306 2.88760  0.001
C 0.94437 5.77936 0.49031  0.000
C 0.96027 5.27146 1.89988  0.000
C 1.31236 7.09457 0.26079  0.000
H 1.52163 9.41585 -2.20990  0.000
H 2.75851 9.18827 -0.96597  0.000
H 1.14136 9.71279 -0.50661  0.000
H 0.90053 7.24503 -3.07403  0.000
H -0.45321 5.15685 -3.73741  0.000
H -0.28586 3.74017 -2.67323  0.000
H 1.10498 4.35626 -3.58333  0.000
H -3.67642 1.47775 -2.81691  0.000
H -4.68428 2.35894 -4.88258  0.000
H -3.24964 3.15489 -6.71844  0.000
H -0.79190 2.99775 -6.51697  0.000
H 0.22216 2.06733 -4.47006  0.000
H -2.34795 3.67078 -1.76477  0.000
H -4.72803 4.27788 -1.61001  0.000
H -5.77545 4.60437 0.60640  0.000
H -4.45243 4.26587 2.64727  0.000
H -2.44462 2.93876 3.56775  0.000
H -1.70533 4.52093 3.39876  0.000
H -0.92571 3.08399 2.67504  0.002
H 1.14765 4.19399 1.94451  0.000
H 0.00891 5.49045 2.38269  0.000
H 1.73617 5.78041 2.46879  0.000
H 1.60585 7.71165 1.09777  0.000

For the molar mass, the calculation gives 955.7 g/mol. Its multiplicity is 3. As for the energy above the lowest of the compared OMol25 structures with the same formula, charge and spin: 0.00 kJ/mol. The calculation puts the orbital gap (spin up / spin down) at 6.11 / 5.94 eV. As for the total charge: +1. Its HOMO energy (spin up / spin down) is -8.90 / -9.23 eV. As for the expectation value of S²: 2.020.

Which of these has the lowest total charge? C47H55NO2S2TcTe

Which of these has the highest total charge? C47H55N9O2STa

Look up the total charge of the second one. +1